106
Properties=species:S:1:pos:R:3:forces:R:3:mulliken_charge:R:1 method="wB97M-V/def2-TZVPD" e_homo_ev=-5.15 total_charge=-1
C 3.42555 0.85907 -0.69038 -8.1 -1.3 -4.0 -1.293
C 2.21670 0.53096 -1.37469 9.4 2.2 5.0 0.354
B 1.11154 -0.10715 -2.46361 1.6 1.4 0.6 0.690
C 1.75720 -1.32487 -3.36040 2.1 -2.0 0.0 -0.278
C 3.40732 -1.48184 -3.18662 4.2 -1.0 0.3 0.041
C 4.09531 -2.81808 -2.46692 2.4 2.8 -1.4 -0.588
C 5.75467 -2.95218 -2.32009 -1.2 3.2 -1.5 -0.389
C 6.80017 -1.77701 -2.87161 -4.9 0.6 -0.8 -0.660
C 6.11684 -0.47161 -3.61700 -2.3 -2.1 1.1 0.431
C 6.99251 0.80915 -4.23810 -0.9 0.0 0.6 -1.018
C 4.48648 -0.35243 -3.74805 1.1 -3.0 1.5 -0.137
C 0.54580 1.17267 -3.32743 -2.4 0.4 0.5 0.210
Cl 1.92768 2.39867 -3.68628 -0.7 -1.2 -0.6 -0.388
C -0.33649 0.78245 -4.65334 -0.4 1.8 -0.6 -0.329
C 0.16067 1.70035 -5.95916 -1.5 -0.5 -0.6 -1.080
P -0.30510 -0.84049 -1.33665 -0.2 0.1 2.4 0.256
O -0.97801 0.51519 -0.41357 2.4 -0.4 -0.8 -0.542
O 0.60044 -1.74366 -0.10409 -1.0 2.9 0.0 -0.579
H 4.27815 1.40266 -0.08958 -2.3 -1.5 -1.6 0.218
H 1.29821 -2.33662 -2.92368 1.1 1.8 -1.3 0.245
H 1.56735 -1.25208 -4.51283 0.2 -0.2 2.2 0.196
H 3.40823 -3.69864 -2.05278 1.7 2.2 -1.0 0.217
H 6.22955 -3.89651 -1.78694 -1.2 2.2 -1.2 0.236
H 7.96815 -1.82935 -2.75578 -2.7 0.0 -0.2 0.350
H 8.14785 0.65284 -4.12592 -2.3 0.1 -0.4 0.295
H 6.72498 1.80008 -3.63579 0.5 -2.2 -1.2 0.234
H 6.66713 1.02921 -5.36078 0.9 -0.7 2.4 0.300
H 4.02730 0.58193 -4.28363 1.0 -1.9 1.2 0.153
H -0.19487 1.76138 -2.59943 1.7 -0.8 -1.7 0.209
H -0.39026 -0.36313 -4.89375 0.5 2.2 0.5 0.284
H -1.46105 1.13050 -4.46108 2.4 -0.8 -0.3 0.162
H -0.60934 1.47107 -6.83992 1.7 0.4 1.7 0.351
H 1.23360 1.41747 -6.33109 -2.1 0.7 0.9 0.219
H 0.03126 2.86812 -5.74766 0.6 -2.7 -0.3 0.229
H -0.26595 1.21612 -0.26050 -1.1 -1.3 -0.4 0.317
H 0.84949 -1.01836 0.56880 -0.1 -1.6 -1.5 0.322
N -3.14029 -1.98389 -2.54776 -0.9 -0.3 -0.4 0.207
C -3.78218 -3.09869 -2.07476 0.1 0.3 -0.1 -0.618
C -4.75577 -3.44722 -2.98407 0.0 -0.2 0.3 -0.663
C -4.69496 -2.51317 -4.04572 0.0 0.2 -0.3 -0.682
C -3.68672 -1.62268 -3.75177 0.0 -0.1 0.3 -0.284
H -2.38152 -1.50349 -2.08180 0.4 -0.1 0.1 0.031
H -3.49305 -3.54640 -1.13338 0.0 0.0 -0.2 0.635
H -5.43548 -4.28452 -2.89322 0.1 0.1 0.0 0.404
H -5.31899 -2.49274 -4.92983 0.1 0.0 0.1 0.386
H -3.31321 -0.76443 -4.29422 -0.1 -0.1 0.1 0.323
N 0.57959 6.24192 -0.15535 0.0 0.2 0.1 0.060
C 0.89146 4.92229 -0.35503 0.0 -0.1 -0.1 -1.130
C 1.03336 4.71871 -1.70951 -0.1 -0.2 0.6 1.055
C 0.80483 5.96062 -2.34879 -0.1 0.4 0.1 -0.820
C 0.52973 6.88412 -1.36522 0.0 0.1 -0.1 -0.438
H 0.41322 6.67440 0.74404 0.0 -0.2 -0.4 0.259
H 0.98390 4.24257 0.48142 0.0 0.1 -0.2 0.424
H 1.27651 3.77769 -2.18562 -0.1 0.5 0.4 -0.106
H 0.83805 6.15998 -3.41210 0.0 0.0 0.2 0.385
H 0.30208 7.94017 -1.42265 0.0 -0.2 0.0 0.383
N -6.18163 -2.83433 2.89515 -0.2 -0.1 0.3 0.098
C -4.88768 -2.61648 2.49919 0.4 0.0 -0.2 -1.355
C -4.90226 -2.27789 1.16452 0.3 0.0 0.4 -0.024
C -6.25311 -2.28608 0.74216 -0.5 -0.1 0.2 -0.671
C -7.02174 -2.63006 1.83158 -0.2 0.0 -0.3 -0.600
H -6.47135 -3.10285 3.82659 0.1 0.3 -0.3 0.350
H -4.06938 -2.72230 3.19875 -0.1 0.0 -0.2 0.522
H -4.03390 -2.04850 0.56065 -0.2 0.0 0.2 0.808
H -6.62521 -2.06425 -0.24971 0.1 -0.1 0.2 0.462
H -8.09162 -2.74792 1.94037 0.2 0.0 0.0 0.405
N 8.33837 0.66412 0.82066 0.1 0.0 0.0 0.043
C 9.20105 0.01486 1.66493 0.1 0.0 0.2 -0.409
C 9.16628 -1.32735 1.35924 0.2 0.3 0.2 -0.876
C 8.25494 -1.49260 0.28901 -0.2 0.2 -0.3 0.106
C 7.76075 -0.24647 -0.02545 -0.1 0.0 -0.1 -0.620
H 8.15704 1.65949 0.82122 0.1 -0.4 0.0 0.201
H 9.76312 0.56184 2.40998 -0.1 -0.1 -0.1 0.372
H 9.73666 -2.10345 1.85287 -0.1 0.1 -0.1 0.374
H 7.98839 -2.42059 -0.20013 0.0 0.2 0.1 0.389
H 7.04843 0.06920 -0.77598 0.1 -0.2 0.1 0.410
N 2.21017 6.97322 3.56383 -0.1 0.0 0.0 -0.014
C 2.75140 6.40103 2.44214 0.1 0.0 -0.1 -0.762
C 3.36298 5.22553 2.81679 -0.1 0.2 -0.3 -0.400
C 3.17899 5.08075 4.21265 -0.2 0.2 0.3 -0.483
C 2.46143 6.17250 4.64754 0.1 -0.1 0.1 -0.456
H 1.70378 7.84879 3.58803 0.2 -0.4 0.0 0.221
H 2.65666 6.87881 1.47624 0.1 -0.1 0.1 0.608
H 3.88418 4.54514 2.15593 -0.1 0.1 0.1 0.506
H 3.53138 4.26732 4.83365 -0.1 0.1 -0.1 0.386
H 2.11019 6.44803 5.63297 0.1 -0.1 -0.2 0.380
N -4.89727 0.11606 4.59732 0.0 0.1 0.1 0.107
C -4.65905 1.14283 3.72123 0.0 0.0 -0.1 -0.287
C -4.30842 2.25478 4.45390 -0.1 -0.1 -0.4 -0.612
C -4.33022 1.88394 5.81964 -0.1 -0.3 0.3 -0.404
C -4.69413 0.55730 5.87902 0.0 0.0 0.1 -0.526
H -5.17808 -0.82087 4.33856 0.1 0.4 -0.1 0.232
H -4.76069 0.99516 2.65442 0.0 0.0 0.2 0.394
H -4.06226 3.22759 4.04845 0.0 -0.2 0.0 0.382
H -4.10412 2.51635 6.66842 0.0 -0.1 -0.1 0.374
H -4.82684 -0.10836 6.72142 0.0 0.1 -0.1 0.329
N -7.04649 -5.93729 4.00532 0.0 -0.1 0.1 0.079
C -7.60802 -6.22703 5.22157 -0.1 0.0 0.1 -0.341
C -7.88025 -7.57649 5.25406 0.0 0.3 0.3 -0.505
C -7.46276 -8.12078 4.01604 0.2 0.1 -0.4 -0.589
C -6.94915 -7.08699 3.26544 0.0 0.0 -0.1 -0.316
H -6.74952 -5.01903 3.70161 -0.1 -0.5 -0.1 0.235
H -7.76685 -5.44998 5.95722 0.0 -0.2 -0.1 0.313
H -8.32975 -8.11132 6.08063 0.1 0.1 -0.1 0.374
H -7.52900 -9.15558 3.70573 0.0 0.2 0.0 0.378
H -6.52508 -7.07089 2.27031 -0.1 0.0 0.2 0.362

---

100
Properties=species:S:1:pos:R:3:forces:R:3:mulliken_spin:R:1 method="wB97M-V/def2-TZVPD" e_homo_ev="-6.20 / -7.03" multiplicity=8
Eu -0.45795 -0.43803 0.09886 0.8 -0.2 -3.3 6.875
C 2.65751 -4.60093 -2.02104 0.0 0.0 0.0 0.000
C 3.29111 -4.09817 -0.72439 0.2 0.0 -0.1 0.001
C 4.81879 -4.26915 -0.75650 -0.1 -0.1 0.1 0.001
C 2.98351 -2.64741 -0.42961 0.0 0.0 0.0 0.002
C 2.75600 -2.22563 0.86953 -0.1 0.0 0.0 0.002
C 2.59058 -0.88865 1.20414 0.1 0.3 -0.1 -0.003
C 2.57970 -0.56873 2.69638 0.1 -0.1 0.1 0.008
C 1.84003 -1.62948 3.53157 0.1 0.0 -0.1 0.001
C 4.01878 -0.49538 3.23823 -0.1 0.1 -0.1 0.000
C 2.60660 0.10688 0.17823 0.3 -0.1 0.1 0.027
C 2.89435 -0.31305 -1.14512 -0.1 0.0 0.0 0.002
C 3.03845 -1.67546 -1.40921 0.0 -0.1 0.0 0.004
C 3.05596 0.52564 -2.41597 -0.2 0.1 0.0 -0.012
C 3.58116 1.95888 -2.31531 0.0 -0.2 0.0 0.001
C 1.75207 0.39278 -3.22601 0.1 -0.1 0.0 -0.007
C 2.78923 1.54719 0.62600 0.0 0.1 -0.1 -0.026
C 4.13865 1.83269 0.87580 0.0 0.0 0.0 0.000
C 4.57002 3.03992 1.38821 0.0 0.0 0.0 0.001
C 3.63505 4.01732 1.68188 0.0 0.1 0.0 0.000
C 2.30524 3.77838 1.39622 0.1 0.0 0.0 0.002
C 1.84325 2.57444 0.84731 0.0 0.1 -0.1 -0.006
P 0.03031 2.50232 0.42823 0.0 1.0 0.2 0.085
C -0.22857 3.80459 -0.96443 0.1 -0.2 0.2 -0.021
C 0.68842 5.02413 -0.91614 -0.1 0.1 -0.1 0.000
C 0.00508 3.06536 -2.28258 0.0 0.1 0.0 0.023
C -1.69540 4.24888 -0.99021 0.0 0.0 0.0 0.006
C -0.86688 3.20711 1.98238 0.2 -0.1 -0.1 -0.023
C -0.31963 2.50154 3.24110 -0.1 0.0 0.0 0.004
C -0.78311 4.71869 2.24573 0.0 0.1 0.0 0.000
C -2.35904 2.85143 1.80956 0.0 0.1 0.0 0.016
H 2.75723 -5.68512 -2.08978 0.0 0.0 0.0 0.000
H 3.15338 -4.17120 -2.89423 0.0 0.0 0.0 0.000
H 1.59627 -4.35312 -2.06470 0.1 0.0 -0.1 0.000
H 2.90171 -4.69485 0.10479 0.0 0.0 0.0 0.000
H 5.26218 -3.55714 -1.45493 0.0 0.0 0.0 0.000
H 5.09652 -5.27704 -1.07124 0.0 0.0 0.0 0.000
H 5.24637 -4.08880 0.23128 0.0 0.0 0.0 0.000
H 2.75562 -2.96799 1.65936 0.0 0.0 0.0 0.001
H 2.11822 0.40682 2.85142 -0.1 0.0 0.0 -0.007
H 2.51460 -2.45330 3.77670 0.0 0.0 0.0 0.001
H 0.97762 -2.05001 3.02176 0.0 0.0 0.0 -0.001
H 1.50510 -1.18971 4.47135 0.0 0.0 0.0 0.000
H 4.56965 -1.40357 2.98540 0.0 0.0 0.0 0.000
H 3.98890 -0.40412 4.32593 0.0 0.0 0.0 0.000
H 4.56409 0.35892 2.84582 0.1 0.0 0.0 0.000
H 3.25575 -1.97640 -2.42855 0.0 0.0 0.0 0.000
H 3.81949 0.00302 -2.99906 0.0 0.0 0.0 0.000
H 3.01276 2.59436 -1.64763 -0.1 0.1 0.0 0.000
H 3.57443 2.40972 -3.31020 0.0 0.0 0.0 0.000
H 4.61168 1.95282 -1.95919 0.0 0.1 0.0 0.000
H 0.87629 0.59793 -2.60964 0.0 0.0 0.0 0.020
H 1.64446 -0.62619 -3.59827 0.0 0.0 0.0 0.001
H 1.74047 1.07061 -4.08185 0.0 0.0 0.0 -0.001
H 4.86430 1.06057 0.65197 0.0 0.0 0.0 0.001
H 5.62428 3.20758 1.56931 0.0 0.0 0.0 0.000
H 3.93743 4.96456 2.10993 0.0 0.0 0.0 0.000
H 1.59436 4.56330 1.59212 0.1 0.0 0.0 0.000
H 1.74020 4.74309 -0.95081 0.0 0.0 0.0 0.000
H 0.52273 5.63480 -0.02915 0.0 0.0 0.0 0.000
H 0.48667 5.65459 -1.78842 0.0 0.0 0.0 0.000
H 1.03731 2.75457 -2.39365 0.1 -0.1 0.0 -0.004
H -0.22894 3.72588 -3.12299 0.0 0.0 0.0 0.000
H -0.64394 2.19029 -2.36214 0.0 0.0 0.0 0.001
H -1.94432 4.95740 -0.20463 -0.1 -0.1 0.0 0.000
H -2.37070 3.39503 -0.91901 0.0 0.0 0.0 -0.003
H -1.89231 4.74479 -1.94454 0.0 0.0 0.0 0.000
H 0.73955 2.25759 3.16107 0.0 0.0 0.0 -0.002
H -0.87000 1.59444 3.46426 0.1 -0.1 -0.1 -0.001
H -0.43244 3.16512 4.10265 0.0 0.0 0.0 0.000
H 0.17438 5.02266 2.66658 -0.1 0.0 0.0 0.000
H -1.53985 4.95926 2.99832 0.0 0.0 0.0 0.000
H -0.99427 5.33104 1.37314 0.0 0.0 0.1 -0.001
H -2.51287 1.91052 1.28297 0.0 -0.1 0.1 -0.006
H -2.90051 3.63055 1.27382 0.0 0.0 0.0 0.001
H -2.82688 2.75011 2.79142 0.0 0.0 0.0 0.001
C -4.89238 0.42773 -1.01952 -0.1 0.0 0.0 0.000
C -5.41980 -0.76684 -0.54321 0.1 0.0 0.0 0.001
C -4.58934 -1.85800 -0.41076 0.0 0.1 0.0 -0.001
C -3.23024 -1.75802 -0.74311 -0.1 0.0 -0.1 0.010
N -2.71624 -0.57518 -1.14191 -0.3 -0.2 -0.2 0.019
C -3.54298 0.46423 -1.29332 0.1 0.1 0.0 0.011
C -2.33373 -2.93842 -0.64098 0.3 -0.2 -0.1 0.012
C -2.92260 -4.20368 -0.77780 -0.1 0.1 0.0 0.003
C -2.16660 -5.35394 -0.66108 -0.1 0.0 0.0 0.003
C -0.81150 -5.23658 -0.39185 0.1 -0.1 0.0 -0.004
C -0.23383 -3.97900 -0.28256 -0.1 0.1 0.1 -0.012
C -0.94156 -2.77364 -0.41742 -0.5 -1.0 -0.5 -0.004
H -5.50775 1.30750 -1.14734 0.0 0.0 0.0 0.000
H -6.46643 -0.83868 -0.27574 0.0 0.0 0.0 0.000
H -4.97475 -2.78591 -0.01770 0.0 0.0 0.0 0.000
H -3.08730 1.37970 -1.65911 0.0 0.0 0.0 -0.010
H -3.97641 -4.29452 -1.01612 0.0 0.0 0.0 0.000
H -2.63119 -6.32426 -0.78604 0.0 0.0 0.0 0.000
H -0.20556 -6.13054 -0.27807 0.0 0.0 0.0 0.000
H 0.83153 -3.94169 -0.07231 -0.1 0.0 0.0 0.000
F -1.64409 -0.95000 3.66890 0.0 0.0 -0.1 0.000
C -1.31569 -1.22505 2.39884 -0.7 -0.5 0.8 0.013
F -0.17995 -0.20322 2.19292 0.6 0.8 2.7 -0.007
F -2.30142 -0.44346 1.66027 -0.5 0.1 0.5 0.002